Entry 1:
Density functional theory data (ωB97M-V with the def2-TZVPD basis set) for C27H22BrN4O2Pt as an isolated structure.

Results
E_LUMO = -3.65 eV
relative energy (zero: lowest compared OMol25 entry of this formula, charge and spin) = 161.65 kJ/mol
HOMO-LUMO gap = 5.95 eV
HOMO level = -9.597 eV
largest force on an atom = 1.1 eV/Å
total charge = +1

Each line ends with the Mulliken charge.
Positions of all 57 atoms, in Å:
Pt -0.50052 -0.78032 -0.19794  0.939
Br -0.14046 3.88527 5.59710  -0.186
C -0.35766 3.15878 3.86681  -0.252
C 0.12529 3.90458 2.74638  -0.431
C -0.00372 3.43701 1.48349  -0.694
C -0.63838 2.16482 1.20196  0.650
O -0.77919 1.74566 0.03716  -0.753
C -1.12045 1.42245 2.36376  0.774
C -1.78054 0.20760 2.25674  -0.336
N -1.92835 -0.54114 1.16239  -0.042
C -2.93419 -1.51199 1.05217  0.763
C -3.90463 -1.82431 1.96925  -0.843
C -4.91813 -2.74924 1.63690  -0.895
C -5.00385 -3.29534 0.38771  -0.936
C -4.05241 -2.93911 -0.59644  0.995
C -4.12224 -3.35700 -1.94363  -0.511
C -3.21971 -2.87260 -2.84301  -1.024
C -2.18865 -2.02564 -2.40169  0.008
N -2.04032 -1.68034 -1.14075  -0.087
C -3.00341 -2.08177 -0.23799  0.198
C -0.96624 1.96987 3.68170  -0.687
H 0.59473 4.86438 2.92509  0.444
H 0.34924 4.00960 0.63474  0.509
H -2.27016 -0.15441 3.15991  0.261
H -3.92043 -1.35482 2.94230  0.295
H -5.65808 -2.99860 2.38527  0.406
H -5.80631 -3.97227 0.12623  0.408
H -4.91502 -4.02706 -2.25282  0.447
H -3.27131 -3.12873 -3.89158  0.407
H -1.47675 -1.62055 -3.09880  0.679
H -1.34124 1.41109 4.53110  0.468
C 4.56670 1.14803 -1.52271  -1.095
N 3.51357 1.25760 -0.51795  -0.176
N 2.51837 0.30238 -0.40994  0.657
C 1.96983 0.37507 0.84266  0.575
O 0.94721 -0.28916 1.16469  -0.954
C 2.71591 1.32055 1.56963  -1.293
C 3.65531 1.82297 0.70716  0.948
C 4.73546 2.81216 0.96227  -1.595
C 1.87972 -0.30864 -1.51341  -0.090
C 1.78774 0.34539 -2.73767  -0.263
C 1.32586 -0.35694 -3.83456  -0.624
C 0.92065 -1.68655 -3.71925  -0.565
C 0.93748 -2.29916 -2.48404  -0.723
C 1.39711 -1.62324 -1.34273  -0.107
H 4.34828 0.31099 -2.17787  0.434
H 5.52735 0.96826 -1.04271  0.379
H 4.61624 2.05810 -2.11731  0.348
H 2.53016 1.61646 2.58763  0.496
H 4.57725 3.28643 1.92707  0.390
H 4.75787 3.58300 0.19194  0.350
H 5.71173 2.32317 0.98059  0.353
H 2.09264 1.37896 -2.82526  0.601
H 1.27596 0.13878 -4.79547  0.431
H 0.58750 -2.22921 -4.59416  0.460
H 0.61747 -3.32792 -2.37532  0.396
H 1.67972 -2.19332 -0.46680  0.694

Entry 2:
Density functional theory data (ωB97M-V with the def2-TZVPD basis set) for C27H22CaN8O10S5 as an isolated structure.

Results
E_LUMO (alpha / beta) = 3.47 / 3.50 eV
relative energy (zero: lowest compared OMol25 entry of this formula, charge and spin) = 221.37 kJ/mol
HOMO-LUMO gap (alpha / beta) = 5.29 / 5.43 eV
HOMO level (alpha / beta) = -1.820 / -1.926 eV
largest force on an atom = 3.5 eV/Å
total charge = -2

Each line ends with the Mulliken charge.
Positions of all 73 atoms, in Å:
Ca 0.57278 0.58311 -0.55693  1.293
N 0.72149 -1.37967 3.52964  -0.482
C 0.06208 -1.16601 2.34211  0.088
S -1.05365 0.11822 2.28357  -0.483
N 0.31910 -2.05296 1.40330  -1.225
N 0.08060 -1.72627 0.13289  2.246
C -0.20789 -2.64607 -0.72363  -2.361
C -0.46434 -4.05986 -0.37481  -0.007
C -1.62718 -4.70683 -0.79691  0.336
C -1.86697 -6.02606 -0.44670  -0.988
C -0.95117 -6.71873 0.33145  -0.426
C 0.20916 -6.08439 0.75365  -0.794
C 0.44956 -4.76432 0.40931  -0.260
C -0.30868 -2.16169 -2.17555  0.788
C -0.04184 -3.24200 -3.23908  -1.232
C -0.68724 -3.04417 -4.61363  0.926
C -1.37766 -1.73251 -4.77804  -1.505
C -1.85769 -1.14448 -3.68338  0.101
N -1.63015 -1.67124 -2.41542  0.611
H 0.68210 -0.58996 4.14993  0.263
H 1.61558 -1.84194 3.44987  0.286
H -2.34745 -4.15980 -1.39607  0.476
H -2.77509 -6.51527 -0.77860  0.407
H -1.14125 -7.74869 0.60884  0.361
H 0.93276 -6.62107 1.35477  0.376
H 1.35174 -4.26602 0.73347  0.513
H -0.20525 -4.22729 -2.82717  0.344
H -1.36863 -3.85739 -4.89184  0.483
H -1.53071 -1.33934 -5.77337  0.379
H -2.46916 -0.24966 -3.72639  0.437
O 6.51152 3.04691 3.11413  -0.658
C 5.48925 2.62487 2.61563  0.591
S 5.33337 1.02995 1.89740  -0.201
C 3.63709 1.15859 1.43301  -0.033
C 2.98088 2.32405 1.67917  0.327
S 1.37267 2.72508 1.33509  -0.418
S 3.98984 3.55172 2.49654  -0.212
S 2.85881 -0.26553 0.76952  -0.016
O -2.59158 2.80199 -1.98630  -0.810
C -2.22268 1.82089 -1.34620  -0.086
O -1.05491 1.28478 -1.38259  -0.804
C -3.24698 1.18947 -0.35694  0.633
N -3.04606 -0.25326 -0.19381  -0.042
C -4.35097 -0.89319 -0.11210  -0.507
C -5.17698 -0.08234 -1.10416  -0.568
C -4.70658 1.34991 -0.82346  -0.923
H -3.08232 1.71809 0.58991  0.218
H -2.46938 -0.42466 0.63292  -0.619
H -2.01575 -1.11019 -1.62421  -0.562
H -4.79489 -0.82787 0.89266  0.397
H -4.27247 -1.95013 -0.38501  0.209
H -6.25219 -0.21446 -0.97219  0.414
H -4.90749 -0.38146 -2.12058  0.173
H -5.31538 1.80125 -0.03752  0.325
H -4.74246 1.99750 -1.69640  0.380
O 5.70827 0.26634 -5.63391  -0.632
N 5.15879 -0.81415 -5.50726  0.988
O 5.53777 -1.83018 -6.07051  -0.647
C 3.99625 -0.89687 -4.64900  -0.627
C 3.23969 -2.05150 -4.65774  -0.347
C 2.11280 -2.10755 -3.86066  0.232
C 1.73549 -1.05824 -3.04469  -0.802
O 0.62861 -1.02728 -2.27199  1.332
C 2.57215 0.07469 -2.99170  0.091
C 3.67212 0.16711 -3.81569  -0.544
N 2.26564 1.02590 -1.99106  0.621
O 3.29555 -0.37916 -0.71275  -0.506
O 2.91660 2.07112 -2.03255  -0.707
N 1.32641 -3.32524 -3.90000  1.599
O 0.55932 -3.21381 -5.29442  -0.611
O 1.96930 -4.39920 -3.75271  -0.826
H 3.49259 -2.90049 -5.27322  0.594
H 4.28816 1.05241 -3.76685  0.634

Entry 3:
Density functional theory data (ωB97M-V with the def2-TZVPD basis set) for C27H22N4O8Ti as an isolated structure.

Results
E_LUMO (alpha / beta) = 2.06 / 1.93 eV
⟨S²⟩ = 0.794
multiplicity = 2
relative energy (zero: lowest compared OMol25 entry of this formula, charge and spin) = 115.58 kJ/mol
HOMO-LUMO gap (alpha / beta) = 5.50 / 6.79 eV
HOMO level (alpha / beta) = -3.440 / -4.865 eV
largest force on an atom = 1.8 eV/Å
total charge = -1

Each line ends with the Löwdin spin population.
Positions of all 62 atoms, in Å:
Ti -0.18419 0.16334 -0.24760  0.038
C 1.28790 -2.64286 3.21881  0.000
O 1.31326 -1.33125 2.68221  0.006
C 2.47892 -0.88284 2.16159  0.009
C 3.70980 -1.49228 2.35738  -0.001
C 4.87534 -0.86541 1.93381  0.014
C 4.81723 0.38209 1.33640  -0.001
C 3.58932 0.98254 1.10346  0.016
C 2.40366 0.33734 1.44836  0.010
N 1.14315 0.86486 1.12854  0.186
N 1.13806 2.20224 1.20787  0.319
C -0.02390 2.87763 1.10277  -0.016
C -1.30395 2.25684 1.05591  0.120
O -1.39670 0.93278 0.90960  0.073
C -2.45323 3.05684 1.16736  -0.006
C -2.37743 4.42373 1.20564  0.131
C -1.13007 5.08892 1.12764  0.003
C -1.03120 6.49636 1.07154  0.022
C 0.18710 7.11402 0.97532  -0.017
C 1.36280 6.34588 0.94093  0.028
C 1.29722 4.97722 0.99890  -0.015
C 0.05662 4.31768 1.08921  0.035
H 1.93708 -2.72114 4.09782  0.000
H 1.58673 -3.37910 2.47000  0.000
H 0.25527 -2.81924 3.50994  0.000
H 3.77167 -2.45171 2.85167  0.000
H 5.82944 -1.35202 2.09423  0.001
H 5.73021 0.87890 1.03062  0.000
H 3.52469 1.94387 0.61271  0.002
H -3.41671 2.56084 1.18572  -0.004
H -3.28410 5.01422 1.26902  0.009
H -1.93902 7.08938 1.09197  0.001
H 0.25348 8.19380 0.91519  -0.002
H 2.32559 6.83694 0.86876  0.002
H 2.19417 4.37530 0.97106  -0.001
O 1.96592 -3.26454 -0.38604  0.002
C 1.53504 -2.13524 -0.50199  0.001
O 0.42607 -1.67472 -0.02134  0.000
C 2.28520 -1.05401 -1.25225  0.007
C 3.57518 -1.07600 -1.73982  -0.002
C 4.07686 0.08348 -2.32176  0.009
C 3.27730 1.21806 -2.41272  -0.001
C 1.99003 1.14979 -1.91791  0.006
N 1.52958 0.03945 -1.35211  0.003
C 0.92393 2.23159 -1.87762  0.003
O 1.11473 3.33572 -2.33639  0.010
O -0.15226 1.78756 -1.30859  -0.003
H 4.16240 -1.97820 -1.64399  0.000
H 5.09560 0.10848 -2.68535  0.001
H 3.62632 2.14141 -2.85333  0.000
N -2.65008 -2.21726 1.39150  0.000
C -3.70807 -2.14760 0.39380  0.000
C -3.60288 -1.07436 -0.71370  0.000
C -2.42585 -1.28175 -1.67914  0.000
O -2.55163 -2.03116 -2.62588  0.001
O -1.34067 -0.55650 -1.48664  0.002
H -1.78676 -2.54719 0.98087  0.000
H -2.45964 -1.30463 1.78754  0.000
H -4.64668 -1.97377 0.92818  0.000
H -3.77152 -3.12880 -0.08149  0.000
H -3.50905 -0.08644 -0.26374  0.000
H -4.51497 -1.12660 -1.30893  0.000

The lowest largest force on an atom belongs to which entry?
C27H22BrN4O2Pt